[1]
ORCA calculation (ωB97M-V with the def2-TZVPD basis set) on a single C9H10N2O3 molecule in a non-equilibrium geometry.

Last column: Mulliken charge in e.
Element x y z (Å)
C 0.07 2.05 0.56  -0.8591
C 1.01 1.19 0.71  0.4772
C 1.96 0.31 0.53  0.2049
C -1.53 -1.19 0.63  0.3330
C -0.75 2.18 -0.65  -0.5157
C -0.43 -2.22 0.71  -0.6441
C -1.89 1.11 -0.45  -0.6348
C 0.64 -1.67 -0.24  0.1860
C -0.10 -0.66 -1.12  -0.1370
N 1.74 -1.04 0.53  -0.2431
N -1.17 -0.20 -0.40  0.2181
O 3.19 0.80 0.13  -0.4918
O -2.53 -1.15 1.29  -0.5646
O 0.28 -0.33 -2.20  -0.5762
H -0.19 2.77 1.39  0.2587
H -1.23 3.18 -0.70  0.3669
H -0.15 2.15 -1.63  0.2888
H -0.15 -2.45 1.83  0.3058
H -0.96 -3.20 0.39  0.2398
H -2.44 1.23 0.57  0.3070
H -2.65 1.09 -1.27  0.3190
H 0.98 -2.49 -0.81  0.5784
H 2.52 -1.67 0.50  0.2583
H 3.78 0.21 -0.32  0.3244

F_max, Eh/bohr: 0.0884
Lowest unoccupied orbital energy (spin up / spin down), eV: 0.3 / -1.8
E_HOMO (spin up / spin down), eV: -4.10 / -9.31
HOMO-LUMO gap (spin up / spin down), eV: 4.4 / 7.5
E, a.u.: -683.96159
2S+1: 3



[2]
ORCA calculation (ωB97M-V with the def2-TZVPD basis set) on a molecular structure, C9H10N2O3S in a non-equilibrium geometry.

Last column: Mulliken charge in e.
Element x y z (Å)
C -1.02 -1.63 1.53  -0.2119
C -1.35 -1.71 2.87  -0.5780
C -0.83 -0.20 1.29  0.3305
C -0.23 1.43 -2.59  -0.2030
C -0.14 2.28 -1.42  -0.4832
C -0.61 0.14 -2.49  -0.7351
C -0.30 1.67 -0.22  -0.4479
C -0.98 -0.59 -1.22  -0.4438
C -0.51 0.28 0.01  0.8037
N -1.01 0.44 2.44  -0.5205
N 2.75 -0.25 1.11  -0.6162
O 1.83 -1.52 -0.93  -0.6789
O 2.39 0.93 -0.98  -0.6027
O -1.29 -0.46 3.40  -0.1647
S 1.75 -0.20 -0.34  1.2307
H -1.30 -2.42 0.82  0.3001
H -1.19 -2.41 3.62  0.4098
H 0.14 1.82 -3.65  0.2223
H -0.13 3.37 -1.44  0.4248
H -0.87 -0.44 -3.37  0.3787
H -0.01 2.27 0.66  0.2760
H -2.05 -0.86 -1.22  0.3784
H -0.23 -1.47 -1.00  0.3987
H 2.59 -1.08 1.61  0.2692
H 2.59 0.61 1.50  0.2631

F_max, Eh/bohr: 0.0963
Lowest unoccupied orbital energy, eV: -0.9
E_HOMO, eV: -8.41
HOMO-LUMO gap, eV: 7.5
E, a.u.: -1082.18460
2S+1: 1



[3]
ORCA calculation (ωB97M-V with the def2-TZVPD basis set) on 2 unconnected molecules or ions with the total composition C9H10N2O4 in a non-equilibrium geometry.

Last column: Mulliken charge in e.
Element x y z (Å)
O -2.35 2.60 -1.18  -0.4831
C -2.71 1.63 -0.57  0.0082
N -1.99 0.47 -0.37  -0.0113
C -0.99 0.23 -1.36  -0.3142
C -0.40 -0.98 -1.39  -0.4012
C -0.63 -2.02 -0.43  0.3670
O -0.10 -3.10 -0.42  -0.6073
N -1.63 -1.70 0.52  -0.0311
C -2.34 -0.51 0.58  0.5622
O -3.23 -0.32 1.37  -0.6018
H -3.69 1.68 -0.08  0.3965
H -0.97 1.12 -1.92  0.5868
H 0.38 -1.34 -2.17  0.3369
H -1.85 -2.35 1.29  0.2509
C 3.90 0.41 -0.55  -0.8817
C 2.90 -0.06 0.16  -0.0844
C 1.73 0.71 0.64  -0.1988
C 0.87 0.34 1.59  -0.3127
O -0.31 0.92 1.88  -0.5175
H 4.66 -0.37 -0.86  0.2184
H 4.03 1.40 -0.65  0.3803
H 2.92 -1.19 0.35  0.1929
H 1.29 1.49 0.14  0.4720
H 1.08 -0.49 2.30  0.4197
H -0.58 1.44 1.14  0.2535

F_max, Eh/bohr: 0.0757
Lowest unoccupied orbital energy, eV: -0.4
E_HOMO, eV: -8.73
HOMO-LUMO gap, eV: 8.3
E, a.u.: -759.37872
2S+1: 1



[4]
ORCA calculation (ωB97M-V with the def2-TZVPD basis set) on a single C9H10N2OS molecule in a non-equilibrium geometry.

Last column: Mulliken charge in e.
Element x y z (Å)
C 0.03 -2.91 -0.01  -0.8986
C -1.36 -2.90 0.02  -0.5028
C 0.73 -1.72 -0.03  -0.4163
C -2.02 -1.69 0.05  -0.6580
C 0.09 -0.47 -0.01  0.4790
C -1.30 -0.50 0.03  0.5383
C 0.86 0.82 -0.03  1.2692
C 2.28 0.81 -0.07  -0.5358
C 3.04 2.07 -0.08  -1.2323
N -2.43 2.02 1.16  -0.6278
N -2.45 1.50 -1.38  -0.6073
O 0.19 1.88 0.00  -0.5858
S -2.54 0.94 0.05  0.5747
H 0.56 -3.84 -0.02  0.3882
H -1.91 -3.83 0.03  0.3837
H 1.80 -1.76 -0.06  0.2481
H -3.10 -1.65 0.07  0.3834
H 2.84 -0.11 -0.11  0.3176
H 2.36 2.92 -0.05  0.3423
H 3.67 2.14 -0.97  0.3033
H 3.71 2.12 0.79  0.3026
H -2.39 1.67 2.10  0.2525
H -2.67 2.48 -1.48  0.2819

F_max, Eh/bohr: 0.0300
Lowest unoccupied orbital energy (spin up / spin down), eV: -0.8 / -1.4
E_HOMO (spin up / spin down), eV: -8.45 / -7.78
HOMO-LUMO gap (spin up / spin down), eV: 7.7 / 6.3
E, a.u.: -931.71118
2S+1: 1



[5]
ORCA calculation (ωB97M-V with the def2-TZVPD basis set) on a molecular structure, C9H10N2PbS in a non-equilibrium geometry.

Last column: Mulliken charge in e.
Element x y z (Å)
C 0.88 -1.20 -1.35  -0.3002
C -0.49 -1.29 -1.74  -0.5626
C -1.17 -2.06 -0.76  -0.6638
C -0.22 -2.46 0.23  -0.6297
C 1.04 -1.92 -0.14  -0.5471
Pb -0.18 0.97 1.67  0.3391
C -1.77 1.90 -0.71  -0.8163
C -0.44 2.03 -0.88  0.1727
C 0.50 2.41 -1.72  -0.5419
N 1.52 1.06 0.30  -0.6972
H -2.23 -2.33 -0.78  0.3324
H -0.93 -0.82 -2.62  0.4668
H -0.42 -3.09 1.10  0.3704
H 1.97 -2.03 0.42  0.3562
H 1.64 -0.65 -1.89  0.3591
H -2.39 1.40 -1.47  0.2139
H 2.40 1.17 0.88  0.0363
H -2.31 2.36 0.14  0.2662
H 0.25 2.98 -2.62  0.2467
H 1.56 2.18 -1.53  0.3597
S 0.70 -1.02 3.31  -0.4467
C 0.22 -0.13 4.63  0.3765
N -0.13 0.53 5.55  -0.6903

F_max, Eh/bohr: 0.0558
Charge: -2
Lowest unoccupied orbital energy (spin up / spin down), eV: 5.6 / 5.6
E_HOMO (spin up / spin down), eV: 0.57 / 0.57
HOMO-LUMO gap (spin up / spin down), eV: 5.0 / 5.0
E, a.u.: -1049.26212
2S+1: 1



[6]
ORCA calculation (ωB97M-V with the def2-TZVPD basis set) on a single C9H10N2S molecule in a non-equilibrium geometry.

Last column: Mulliken charge in e.
Element x y z (Å)
C 0.47 1.74 -1.41  -0.3720
N 0.59 2.11 -0.16  -0.3778
C 1.27 1.37 0.69  0.2530
C 2.58 1.12 0.41  -0.7324
C 0.77 0.80 2.05  0.8168
C 0.95 1.69 3.14  -0.2419
N 0.76 2.72 3.69  -0.4783
C 0.19 -0.38 2.07  -0.6645
C 0.03 -1.16 0.78  -0.5352
C -1.19 -0.70 0.04  0.5651
C -1.43 -0.76 -1.24  -1.0371
S -2.50 -0.07 1.14  -0.2265
H 0.30 2.56 -2.18  0.2886
H 0.77 0.76 -1.75  0.3033
H 3.12 1.64 -0.38  0.3138
H 3.20 0.37 0.96  0.2718
H 0.13 -0.86 3.07  0.4089
H 0.84 -0.92 0.06  0.3555
H -0.11 -2.26 0.91  0.3737
H -2.38 -0.75 -1.76  0.2837
H -0.64 -1.10 -1.91  0.2873
H -3.21 0.60 0.09  0.1443

F_max, Eh/bohr: 0.0973
Lowest unoccupied orbital energy, eV: 0.1
E_HOMO, eV: -8.86
HOMO-LUMO gap, eV: 9.0
E, a.u.: -856.47591
2S+1: 1



[7]
ORCA calculation (ωB97M-V with the def2-TZVPD basis set) on a gas-phase ion, C9H10N3O (charge +1) in a non-equilibrium geometry.

Last column: Mulliken charge in e.
Element x y z (Å)
C 0.91 -3.37 -0.73  -0.1730
C -0.29 -3.16 -0.01  -0.3936
C 1.82 -2.34 -0.93  -0.8911
C -0.52 -1.93 0.55  -0.4639
C 1.61 -1.16 -0.19  -0.3217
C 0.33 -0.82 0.34  0.5798
C -1.30 1.95 1.79  0.0104
C 1.00 1.45 0.22  -0.2265
C -0.34 2.51 -1.46  -0.7231
N -0.82 0.74 1.56  -0.7023
N 0.11 0.46 0.71  0.9503
N -1.40 2.98 1.06  -0.4290
O 0.91 2.24 -0.74  -0.1025
H 0.98 -4.30 -1.26  0.3997
H -1.09 -3.97 0.17  0.3066
H 2.79 -2.50 -1.21  0.4287
H -1.36 -1.81 1.08  0.5554
H 2.28 -0.33 -0.10  0.5751
H -2.00 1.84 2.66  0.3633
H -0.08 2.14 -2.41  0.3007
H -0.49 3.57 -1.43  0.2986
H -1.18 2.07 -1.05  0.4353
H -1.87 3.74 1.38  0.2228

F_max, Eh/bohr: 0.1101
Charge: +1
Lowest unoccupied orbital energy (spin up / spin down), eV: -6.3 / -6.3
E_HOMO (spin up / spin down), eV: -13.54 / -13.54
HOMO-LUMO gap (spin up / spin down), eV: 7.2 / 7.2
E, a.u.: -587.95737
2S+1: 1



[8]
ORCA calculation (ωB97M-V with the def2-TZVPD basis set) on a gas-phase ion, C9H10N3OS2 (charge -1) in a non-equilibrium geometry.

Last column: Mulliken charge in e.
Element x y z (Å)
N -0.17 2.43 -3.67  -0.5486
C 0.65 1.85 -3.02  0.3078
C 1.83 1.31 -2.26  0.2050
C 2.98 2.07 -2.63  -0.8246
C 4.31 1.63 -2.57  0.2696
N 5.42 1.25 -2.72  -0.5750
S 1.20 1.08 -0.26  -0.2830
C 0.81 -0.55 0.33  0.1326
S 1.99 -1.73 0.32  -0.3559
N -0.45 -0.64 0.96  0.1109
C -0.63 -1.86 1.73  -0.6421
C -1.76 -1.68 2.75  -0.6145
O -2.95 -1.25 2.04  -0.3667
C -2.75 0.04 1.42  -0.6116
C -1.65 -0.05 0.35  -0.4039
H 2.08 0.21 -2.26  0.3051
H 2.79 3.01 -3.17  0.2955
H -0.86 -2.73 1.06  0.3109
H 0.33 -2.04 2.25  0.4468
H -2.02 -2.67 3.17  0.3152
H -1.43 -0.94 3.54  0.3002
H -2.49 0.79 2.19  0.3297
H -3.75 0.22 0.99  0.3023
H -2.06 -0.67 -0.48  0.2287
H -1.42 0.92 -0.07  0.3657

F_max, Eh/bohr: 0.0937
Charge: -1
Lowest unoccupied orbital energy, eV: 2.8
E_HOMO, eV: -3.81
HOMO-LUMO gap, eV: 6.6
E, a.u.: -1384.79437
2S+1: 1



[9]
ORCA calculation (ωB97M-V with the def2-TZVPD basis set) on a single C9H10N4O molecule in a non-equilibrium geometry.

Last column: Mulliken charge in e.
Element x y z (Å)
C -2.71 2.89 0.17  -0.6434
O -2.31 1.53 0.15  -0.3536
C -1.13 1.14 -0.35  -0.0507
C -0.61 -0.10 -0.16  0.1255
C -1.30 -1.07 0.66  -0.4324
C -1.04 -2.38 0.64  -0.4330
C 0.12 -2.87 -0.07  -0.1971
C 0.94 -2.05 -0.75  -1.0350
C 0.68 -0.56 -0.79  0.3638
N 1.87 0.09 -0.24  0.5328
C 2.89 -0.35 0.50  -0.0513
N 3.72 0.71 0.64  -0.3386
N 3.18 1.72 0.05  -0.4767
N 2.04 1.41 -0.48  -0.3043
H -2.43 3.23 -0.82  0.3050
H -2.13 3.40 0.97  0.2640
H -3.74 2.87 0.33  0.2539
H -0.36 1.71 -0.93  0.3755
H -1.92 -0.60 1.59  0.2033
H -1.71 -2.98 1.28  0.3350
H 0.33 -3.96 -0.32  0.3225
H 1.99 -2.32 -1.13  0.4335
H 0.58 -0.16 -1.83  0.2580
H 3.06 -1.29 0.90  0.5434

F_max, Eh/bohr: 0.0765
Lowest unoccupied orbital energy, eV: 0.0
E_HOMO, eV: -8.09
HOMO-LUMO gap, eV: 8.1
E, a.u.: -643.06147
2S+1: 1



[10]
ORCA calculation (ωB97M-V with the def2-TZVPD basis set) on a molecular structure, C9H10N4Zr in a non-equilibrium geometry.

Last column: Mulliken charge in e.
Element x y z (Å)
C -0.94 1.12 -2.24  -0.2104
C 0.46 0.84 -2.40  -0.4830
C 1.18 1.58 -1.46  -0.5780
C 0.29 2.34 -0.68  -0.6536
C -1.07 2.05 -1.15  -0.4225
Zr -0.10 0.05 -0.07  1.4482
N -1.61 -1.20 -0.21  -0.6382
C -0.19 -2.59 -0.53  -0.0693
C 1.02 -1.88 -1.01  -0.9890
H 2.26 1.61 -1.38  0.4029
H 0.85 0.15 -3.15  0.5767
H 0.52 3.08 0.11  0.4483
H -2.02 2.55 -0.81  0.3748
H -1.78 0.74 -2.87  0.3539
H 1.17 -1.86 -2.08  0.2504
H -0.82 -3.14 -1.23  0.2701
H -2.69 -1.11 -0.14  0.1438
H 1.98 -1.95 -0.50  0.3794
H -0.09 -3.04 0.48  0.2353
N 0.35 0.33 1.99  -0.5591
C 0.44 0.37 3.13  0.3379
N 0.64 0.65 4.39  -0.5814
C 0.24 -0.05 5.39  0.4874
N -0.08 -0.63 6.40  -0.5246

F_max, Eh/bohr: 0.1297
Lowest unoccupied orbital energy, eV: -0.2
E_HOMO, eV: -8.97
HOMO-LUMO gap, eV: 8.8
E, a.u.: -614.94806
2S+1: 1



[11]
ORCA calculation (ωB97M-V with the def2-TZVPD basis set) on 2 unconnected molecules or ions with the total composition C9H10NS in a non-equilibrium geometry.

Last column: Mulliken charge in e.
Element x y z (Å)
C 0.95 0.15 -3.04  -0.4174
C 0.20 1.21 -2.43  -0.5030
C 1.49 -0.86 -2.25  -0.7315
C -0.11 1.10 -1.07  0.1021
C 1.16 -0.95 -0.95  0.0454
C 0.43 0.07 -0.31  0.0119
C 1.07 -0.56 1.87  -0.3643
C -2.03 -0.19 1.38  0.6255
C -1.99 0.21 2.78  -0.5751
N 0.24 -0.05 1.04  -0.2282
S -2.52 -0.65 -0.02  -0.0492
H 1.12 0.32 -4.10  0.3697
H 0.03 2.18 -2.92  0.3399
H 2.31 -1.47 -2.69  0.3268
H -0.64 2.03 -0.69  0.3112
H 1.43 -1.91 -0.42  0.3683
H 0.78 -0.72 2.87  0.1411
H 2.06 -0.80 1.48  0.3967
H -2.88 -0.15 3.20  0.3601
H -1.08 -0.26 3.21  0.1500
H -2.03 1.30 3.06  0.3199

F_max, Eh/bohr: 0.0741
Charge: +1
Lowest unoccupied orbital energy, eV: -5.2
E_HOMO, eV: -12.53
HOMO-LUMO gap, eV: 7.3
E, a.u.: -801.52534
2S+1: 1